The following is a DFT calculation (ωB97M-V with the def2-TZVPD basis set) of an isolated molecule of C2H4N2OS2.

Output
Strongest force on any atom: 0.0366 Eh/bohr
Energy above the lowest of the compared OMol25 structures with the same formula, charge and spin: 3.5472 eV
Frontier orbital gap: 0.2932 Ha
Spin multiplicity: 1
SMILES string: ON/C(C=S)=N\S
Total energy: -28833.536 eV
E_HOMO: -8.831 eV

Geometry as XYZ:
```
11
Properties=species:S:1:pos:R:3:nbo_charge:R:1
S -0.01102 2.85099 0.86658 0.167
S -1.43318 -0.72969 -1.88978 0.129
O 1.11369 -1.25992 1.23088 -0.550
N 0.86019 -0.87985 -0.08648 -0.326
N -0.91344 0.50058 -0.78689 -0.513
C 0.61604 1.42356 0.70785 -0.348
C 0.13172 0.29869 -0.11110 0.269
H 0.28492 -1.68025 1.61836 0.460
H 0.40101 -1.63486 -0.65185 0.362
H 1.50568 1.16133 1.22715 0.210
H -2.55561 -0.05058 -2.12472 0.141
```